Record 1
C29H62Cl26IInNS | the ωB97M-V functional and the def2-TZVPD basis

## Properties
gap between HOMO and LUMO: 6.1 eV
multiplicity: 1
net charge: -1

CARTESIAN COORDINATES (ANGSTROEM)
1 N -4.24815 -7.19230 0.64125
2 In -2.34928 -6.82014 -0.18407
3 S -2.45180 -4.99876 -1.95680
4 C -0.97805 -6.14761 1.38281
5 C -1.02246 -4.71287 1.93129
6 C -2.43635 -4.12935 2.07390
7 I -2.91415 -3.45108 4.06003
8 H -5.01604 -6.98429 0.01084
9 H -4.45636 -6.65249 1.47423
10 H -1.78817 -8.23759 -0.98737
11 H -2.85710 -4.03088 -1.12772
12 H -1.04590 -6.86914 2.21421
13 H 0.00939 -6.31030 0.92114
14 H -0.46253 -4.03760 1.26495
15 H -0.50404 -4.64512 2.90061
16 H -2.61418 -3.20364 1.52491
17 H -3.21896 -4.85259 1.84155
18 Cl -2.19394 -1.30522 -0.32048
19 C -0.59486 -1.07482 -1.07911
20 C 0.12126 0.05877 -0.39624
21 Cl -0.71224 1.62614 -0.68088
22 H -0.75377 -0.88282 -2.13683
23 H -0.03587 -2.00148 -0.95776
24 H 1.13773 0.17124 -0.76746
25 H 0.14422 -0.08912 0.67745
26 Cl 0.95458 -1.49473 2.82570
27 C -0.03028 -0.26965 3.67098
28 C 0.76614 0.88362 4.21422
29 Cl 1.84986 0.40586 5.55585
30 H -0.56461 -0.80736 4.44612
31 H -0.75643 0.11351 2.95230
32 H 0.07170 1.62256 4.61230
33 H 1.38862 1.33679 3.44661
34 Cl -1.42176 -7.56791 -3.89697
35 C -0.88408 -6.44430 -5.16155
36 C -1.79520 -6.44687 -6.35880
37 Cl -1.69911 -7.98185 -7.29337
38 H 0.13353 -6.72175 -5.43128
39 H -0.90532 -5.45213 -4.70889
40 H -1.50794 -5.65495 -7.04724
41 H -2.83299 -6.32439 -6.06084
42 Cl -4.59955 0.36206 4.52516
43 C -4.53554 0.38726 6.31949
44 C -3.38070 1.21492 6.81378
45 Cl -1.82155 0.40603 6.49803
46 H -4.48723 -0.64656 6.64883
47 H -5.46708 0.86408 6.64749
48 H -3.44735 1.35290 7.89149
49 H -3.35838 2.18657 6.32064
50 Cl -1.43385 4.83243 6.66678
51 C -0.49031 4.95584 5.15372
52 C -1.31339 4.64685 3.92933
53 Cl -1.74064 2.91912 3.84164
54 H 0.34992 4.27262 5.24900
55 H -0.11532 5.97600 5.09494
56 H -0.71643 4.87068 3.04535
57 H -2.23772 5.21972 3.90146
58 Cl 1.45589 0.97889 -3.66367
59 C 1.06643 2.72225 -3.54694
60 C -0.06946 3.10694 -4.45437
61 Cl 0.37490 3.01484 -6.18489
62 H 1.97831 3.26506 -3.78165
63 H 0.77435 2.89991 -2.51531
64 H -0.34970 4.13910 -4.25057
65 H -0.92813 2.45722 -4.30487
66 Cl 7.54283 0.98228 -5.14807
67 C 6.04582 0.44475 -4.32698
68 C 4.80528 0.84398 -5.08121
69 Cl 4.55592 2.61212 -5.08197
70 H 6.05908 0.87792 -3.33034
71 H 6.09368 -0.64014 -4.25746
72 H 3.93138 0.40786 -4.60304
73 H 4.85169 0.52654 -6.11985
74 Cl -7.54315 2.79154 6.74420
75 C -7.30608 3.67496 5.19744
76 C -5.84782 3.72595 4.83141
77 Cl -4.91648 4.74290 5.97609
78 H -7.72018 4.67153 5.32631
79 H -7.86188 3.13546 4.43306
80 H -5.70823 4.13566 3.83501
81 H -5.40935 2.73893 4.86615
82 Cl 11.26904 3.46174 -9.40806
83 C 10.02994 2.19348 -9.18682
84 C 9.76456 1.89449 -7.73422
85 Cl 11.15606 1.10836 -6.93846
86 H 10.38000 1.30847 -9.71190
87 H 9.11466 2.55845 -9.64916
88 H 8.92326 1.20866 -7.65651
89 H 9.54291 2.80120 -7.17679
90 Cl 2.13551 -8.53271 -5.20339
91 C 0.95588 -9.87739 -5.23761
92 C 1.59895 -11.20548 -4.95045
93 Cl 2.69686 -11.74228 -6.26157
94 H 0.47557 -9.85590 -6.21226
95 H 0.21646 -9.65304 -4.47072
96 H 0.82333 -11.96332 -4.85910
97 H 2.18757 -11.17045 -4.03775
98 Cl 2.84592 4.96621 6.51093
99 C 4.00949 4.93982 5.16124
100 C 3.96673 6.20413 4.34280
101 Cl 2.43766 6.35756 3.42256
102 H 3.77743 4.07160 4.54844
103 H 5.00093 4.82118 5.59451
104 H 4.77203 6.19031 3.61105
105 H 4.05304 7.08732 4.97016
106 Cl -3.34443 5.15190 1.18633
107 C -3.68860 3.42845 0.85971
108 C -5.02487 3.23442 0.18559
109 Cl -6.38125 3.65594 1.27523
110 H -3.64796 2.90608 1.81290
111 H -2.89938 3.05620 0.20923
112 H -5.14390 2.18558 -0.07831
113 H -5.12524 3.85417 -0.70122
114 Cl 1.87271 3.47754 1.53056
115 C 1.14614 5.09778 1.67183
116 C -0.03056 5.26293 0.74082
117 Cl 0.47609 5.33096 -0.97352
118 H 1.92126 5.83178 1.46686
119 H 0.80112 5.20456 2.69967
120 H -0.53287 6.20468 0.95524
121 H -0.72936 4.43554 0.84145

Atomic partial charges in e from the Mulliken method, atoms 1 to 8: N -0.636; In 0.844; S -0.491; C -1.298; C 0.241; C 0.081; I -0.105; H 0.157

Record 2
C29H63BF3NO11P | the ωB97M-V functional and the def2-TZVPD basis

## Properties
gap between HOMO and LUMO: 4.8 eV
multiplicity: 1
net charge: -1

CARTESIAN COORDINATES (ANGSTROEM)
1 N -3.65388 6.83832 -1.84557
2 B -3.17622 5.96251 -2.93604
3 O -2.52773 6.52565 -4.04383
4 P -3.45088 4.02807 -2.86069
5 C -3.70516 2.10059 -2.97342
6 O -3.57223 1.33957 -1.71349
7 C -2.36517 1.06287 -1.29813
8 F -1.36965 1.56060 -2.00869
9 F -2.18142 1.47478 -0.02594
10 F -2.16377 -0.27171 -1.22830
11 H -3.02986 6.80963 -1.04964
12 H -4.52628 6.44846 -1.50904
13 H -1.57738 6.48587 -3.93028
14 H -2.78282 3.89255 -1.53453
15 H -2.14633 3.84773 -3.59335
16 H -4.19662 4.08727 -4.15740
17 H -4.75767 4.13926 -2.14417
18 H -4.74042 1.97856 -3.25029
19 H -3.12041 1.67628 -3.78406
20 C -3.32713 -2.19311 -3.14912
21 C -3.87952 -2.29648 -4.54965
22 O -4.77934 -1.59310 -4.93892
23 C -3.24908 -3.33405 -5.45430
24 H -3.85796 -1.41876 -2.60470
25 H -3.45947 -3.14610 -2.63152
26 H -2.26792 -1.93841 -3.18008
27 H -3.37086 -4.32936 -5.02345
28 H -2.18618 -3.12286 -5.58075
29 H -3.73370 -3.30727 -6.42764
30 C 1.76296 -2.48828 1.48899
31 C 1.11915 -2.50800 0.12767
32 O 1.45051 -3.32604 -0.71310
33 C 0.04801 -1.48934 -0.14753
34 H 2.50687 -3.28348 1.54655
35 H 2.25297 -1.53889 1.65813
36 H 1.00689 -2.65932 2.25544
37 H 0.46623 -0.49261 -0.05482
38 H -0.77462 -1.61337 0.55921
39 H -0.32958 -1.62060 -1.15348
40 C 4.11060 -3.39628 -1.80571
41 C 5.55400 -3.00830 -2.00264
42 O 5.99447 -1.93880 -1.65346
43 C 6.44904 -4.03303 -2.66681
44 H 3.56855 -2.59056 -1.32850
45 H 3.65384 -3.60200 -2.77510
46 H 4.04532 -4.28428 -1.17687
47 H 6.07530 -4.26313 -3.66548
48 H 6.47507 -4.94708 -2.07166
49 H 7.45838 -3.63554 -2.74960
50 C -4.74020 8.45453 -6.13550
51 C -4.96738 7.10027 -6.77257
52 O -5.30849 6.14648 -6.12453
53 C -4.74416 7.00208 -8.26751
54 H -4.92946 8.38821 -5.06747
55 H -3.70765 8.77091 -6.28791
56 H -5.41788 9.19179 -6.57335
57 H -3.71173 7.26000 -8.50920
58 H -5.41967 7.68002 -8.79328
59 H -4.93956 5.98335 -8.59334
60 C -0.01399 -6.67493 3.67102
61 C -0.31206 -5.49764 2.77172
62 O -0.26436 -4.36277 3.18160
63 C -0.66917 -5.80173 1.33744
64 H 0.22774 -6.31566 4.66848
65 H -0.88473 -7.32966 3.73046
66 H 0.83541 -7.23738 3.28065
67 H -1.56769 -6.42037 1.29941
68 H 0.15359 -6.32675 0.85010
69 H -0.85535 -4.87281 0.80444
70 C -0.35370 -0.23164 4.61164
71 C -0.61658 1.06634 3.88079
72 O -0.43118 2.13773 4.41127
73 C -1.11836 0.95009 2.46328
74 H 0.00187 -0.02394 5.61679
75 H -1.27421 -0.81514 4.67595
76 H 0.40483 -0.80858 4.07893
77 H -2.06672 0.41207 2.44635
78 H -0.38657 0.41362 1.85831
79 H -1.26763 1.93734 2.04292
80 C 2.43444 2.09035 -0.16271
81 C 3.26845 0.83382 -0.13118
82 O 2.75842 -0.25162 0.06853
83 C 4.74259 0.98677 -0.35762
84 H 1.38854 1.84667 0.01202
85 H 2.77115 2.77825 0.61429
86 H 2.52283 2.57237 -1.13720
87 H 5.16929 1.62746 0.41622
88 H 4.92645 1.42266 -1.34135
89 H 5.21608 0.01297 -0.31513
90 C 7.19683 0.64827 4.75353
91 C 6.65930 0.56682 3.34384
92 O 5.75302 1.27327 2.97450
93 C 7.30630 -0.43865 2.42047
94 H 6.64599 1.40482 5.30662
95 H 7.07890 -0.31366 5.25460
96 H 8.25355 0.91978 4.73563
97 H 7.19292 -1.44515 2.82614
98 H 8.36780 -0.21240 2.30615
99 H 6.82909 -0.39675 1.44479
100 C -1.36956 -3.25661 7.48461
101 C -1.32216 -1.87192 8.08743
102 O -0.42548 -1.10554 7.83485
103 C -2.44973 -1.49016 9.01770
104 H -0.50684 -3.39883 6.83846
105 H -1.35082 -4.00949 8.27460
106 H -2.27815 -3.37622 6.89248
107 H -2.47646 -2.16895 9.87178
108 H -3.40294 -1.53677 8.48901
109 H -2.29368 -0.47583 9.37581

Atomic partial charges in e from the Mulliken method, atoms 1 to 8: N -0.747; B 0.988; O -0.670; P 0.460; C -0.834; O -0.300; C 0.799; F -0.267

| no. | highest occupied orbital energy (eV) |
| --- | --- |
| 1 | -4.820 |
| 2 | -2.912 |